{"formula": "C2H5N2S", "method": "ωB97M-V/def2-TZVPD", "species": ["N", "N", "H", "H", "H", "S", "C", "H", "C", "H"], "xyz": [[1.0812, 1.1803, 0.9923], [-0.2052, -0.1647, -0.4291], [1.6358, 1.9607, 1.2822], [0.4060, -2.1061, -0.3841], [-1.0354, -1.8077, 0.6094], [0.8429, -1.3960, 1.8434], [-0.0571, -1.4158, 0.2780], [0.3946, 1.5239, -1.0229], [0.4645, 0.9588, -0.1002], [-0.6822, -0.2106, -1.4095]], "atomic_forces_ev_per_a": [[-0.94, -1.95, -0.48], [-0.80, -0.10, -1.27], [0.29, 0.38, -0.06], [0.38, -0.93, -0.46], [0.07, -0.03, -0.19], [-0.31, 1.44, -1.07], [-0.21, 0.23, 1.24], [0.48, 1.53, 0.44], [-0.29, -0.69, -0.75], [1.32, 0.13, 2.61]], "total_energy_ev": -15959.9643, "molar_mass_g_mol": 89.14, "relative_energy_ev": 2.973, "homo_ev": [-14.8, -14.8], "e_lumo_ev": [-7.86, -7.73], "total_charge": 1}

{"formula": "C2H5N2S2", "method": "ωB97M-V/def2-TZVPD", "species": ["H", "C", "H", "H", "N", "S", "H", "C", "H", "N", "S"], "xyz": [[0.4711, -1.2426, 0.7135], [-0.4547, 0.4362, 0.7233], [-1.0772, 0.0243, 1.4925], [0.6799, 0.2861, -1.7426], [0.3595, 1.5861, 0.8619], [1.6629, 1.5921, -0.0623], [1.9028, -0.7443, -1.3223], [1.1779, -0.0939, -0.8457], [-2.0874, 2.0161, 0.3189], [0.2007, -0.6303, 0.0486], [-1.7359, 1.2728, -0.5666]], "atomic_forces_ev_per_a": [[1.64, -2.92, 2.22], [-1.09, -0.47, -2.87], [0.03, 0.64, 0.95], [-0.40, 0.34, 0.03], [1.29, 0.51, -0.80], [-1.52, -1.12, 1.17], [0.63, -0.18, 0.99], [-0.98, 0.41, -0.64], [-1.75, 3.30, 3.45], [-0.35, 2.92, -2.27], [2.50, -3.43, -2.22]], "total_energy_ev": -26795.5389, "molar_mass_g_mol": 121.21, "relative_energy_ev": 3.181, "homo_ev": [-14.5, -14.4], "e_lumo_ev": [-7.36, -7.36], "total_charge": 1}

{"formula": "C2H5N2S3", "method": "ωB97M-V/def2-TZVPD", "species": ["C", "N", "S", "S", "H", "H", "C", "H", "S", "H", "N", "H"], "xyz": [[0.0633, -0.7531, -0.0645], [1.3308, -1.2017, 0.0061], [-1.1537, -1.9682, -0.1184], [2.7918, -0.2954, -0.1039], [-0.5023, 0.7251, -1.4289], [-0.9795, 1.0738, 1.4407], [-0.1974, 0.7177, -0.2798], [-1.0118, 2.3015, 0.3785], [1.5836, 1.4162, -0.1406], [-2.2445, -1.1350, -0.4021], [-1.1547, 1.2985, 0.5380], [1.4745, -2.1793, 0.1748]], "atomic_forces_ev_per_a": [[1.95, -1.16, -0.19], [-2.07, 0.61, 0.28], [-1.03, 0.82, -0.07], [-1.39, 0.45, -0.05], [0.52, 0.53, 2.21], [0.47, -0.49, 3.72], [1.56, -2.04, -3.45], [-0.93, -0.17, 0.52], [-0.05, 1.02, 0.12], [1.14, -0.53, 0.40], [-0.17, 1.66, -3.38], [0.00, -0.68, -0.10]], "total_energy_ev": -37632.5406, "molar_mass_g_mol": 153.28, "relative_energy_ev": 1.034, "homo_ev": -12.9, "e_lumo_ev": -5.05, "total_charge": 1}

{"formula": "C2H5N2Si", "method": "ωB97M-V/def2-TZVPD", "species": ["H", "H", "N", "H", "Si", "C", "N", "H", "H", "C"], "xyz": [[1.3410, -0.5211, 0.6406], [-1.1694, 0.3674, -0.5609], [-0.3855, -0.2451, -0.6214], [0.1038, -2.6323, 0.0107], [-0.6501, -1.8657, -0.9092], [0.2466, 2.4546, 1.2660], [0.5706, 1.3724, 0.7487], [0.6424, 3.4165, 1.2264], [-1.4109, -2.5431, -2.0934], [0.7115, 0.1963, 0.2924]], "atomic_forces_ev_per_a": [[1.81, -1.67, 1.05], [-0.49, 0.97, -0.72], [1.45, -0.88, 1.09], [0.70, -0.80, 0.36], [-0.73, -0.09, -1.42], [0.50, -5.01, -0.51], [-0.67, 3.76, 1.62], [0.55, 1.52, -0.72], [0.53, 1.05, 1.29], [-3.64, 1.15, -2.04]], "total_energy_ev": -13001.3797, "molar_mass_g_mol": 85.16, "relative_energy_ev": 3.526, "homo_ev": [-12.2, -12.2], "e_lumo_ev": [-6.13, -6.13], "total_charge": 1}